Entry 1:
{
  "formula": "H4N2OS2",
  "method": "wB97M-V/def2-TZVPD",
  "de_lowest_ev": 1.5543,
  "orbital_gap_ev": [7.572, 7.615],
  "symbols": ["S", "S", "O", "N", "N", "H", "H", "H", "H"],
  "coordinates": [[-0.3277, 1.0406, 0.4638], [2.0764, -0.5859, -0.3611], [0.9194, 1.3991, -0.2171], [-1.4650, 0.4988, -0.7051], [0.8888, -1.1271, 0.6602], [-1.4968, 1.2174, -1.4447], [0.6359, -1.9824, 0.3730], [-2.3516, 0.6228, -0.3673], [1.1206, -1.0833, 1.5983]],
  "forces_ev_per_a": [[-1.6, 0.1, 1.3], [0.5, 0.3, -0.1], [0.7, 0.0, -1.1], [2.8, 0.8, -2.0], [1.5, 3.1, -1.0], [0.6, -0.5, -0.1], [-2.0, -3.7, -1.1], [-2.9, -0.2, 1.9], [0.5, 0.0, 2.2]]
}

***

Entry 2:
{
  "formula": "C33H53FeN2O2P2S",
  "method": "wB97M-V/def2-TZVPD",
  "spin_multiplicity": 5,
  "de_lowest_ev": 0.5224,
  "charge": 1,
  "s2": 6.22,
  "orbital_gap_ev": [6.817, 5.760],
  "symbols": ["Fe", "S", "P", "P", "O", "O", "N", "N", "C", "C", "C", "C", "C", "C", "C", "C", "C", "C", "C", "C", "C", "C", "C", "C", "C", "C", "C", "C", "C", "C", "C", "C", "C", "C", "C", "C", "C", "C", "C", "C", "C", "H", "H", "H", "H", "H", "H", "H", "H", "H", "H", "H", "H", "H", "H", "H", "H", "H", "H", "H", "H", "H", "H", "H", "H", "H", "H", "H", "H", "H", "H", "H", "H", "H", "H", "H", "H", "H", "H", "H", "H", "H", "H", "H", "H", "H", "H", "H", "H", "H", "H", "H", "H", "H"],
  "coordinates": [[0.1503, 0.4013, 0.4894], [0.5661, 2.7636, 0.6810], [2.1254, 0.3595, -0.9737], [-2.2740, 0.5478, 0.9603], [-0.7224, 2.6994, -0.1076], [1.2547, 0.1903, 3.3811], [0.1341, -1.6738, 0.3989], [-0.7085, 0.2392, -1.5494], [0.8625, -6.4783, 0.7690], [-0.8080, -4.8269, -0.7827], [-2.8116, 1.0669, -0.6528], [0.9280, -5.0926, 0.9336], [0.5954, 4.5909, 0.4075], [3.7273, -0.4570, -0.3209], [4.8563, -0.5892, -1.3582], [-3.0289, -1.9273, -0.0409], [0.8431, 0.3010, 2.2842], [-0.0255, -7.0428, -0.1610], [-4.4108, 2.2080, 1.8976], [-2.1030, 3.0820, 2.1487], [3.3432, -1.8637, 0.1843], [-2.8441, 1.2385, 3.6557], [-1.7591, 0.2356, -4.1449], [-3.1463, -1.1550, 1.2951], [-2.0204, 0.7039, -1.7493], [1.4070, -0.7785, -2.2693], [-0.4758, -0.3222, -3.8928], [-4.6491, -1.0732, 1.6217], [2.5400, 1.9234, -2.0201], [0.1356, -2.8461, 0.3044], [3.3822, 2.8991, -1.1728], [0.0095, -0.2839, -2.5893], [3.2935, 1.5890, -3.3264], [-2.5052, 0.7477, -3.1072], [-2.4168, -1.8975, 2.4348], [-0.8570, -6.2146, -0.9329], [0.0896, -4.2550, 0.1558], [-2.9576, 1.8063, 2.2280], [1.3541, 3.0330, 2.3634], [1.2219, 2.6159, -2.4470], [4.2115, 0.3507, 0.9040], [2.9169, 3.1103, -0.1975], [-2.6728, -1.4756, 3.4194], [-3.8506, 1.3554, -0.8460], [2.3815, 2.6149, 2.3355], [-1.3233, -1.8438, 2.3257], [-0.0709, -8.1297, -0.2836], [-3.7676, -1.5539, -0.7681], [-5.0635, -2.0999, 1.6462], [4.2417, -2.3331, 0.6255], [5.2831, 0.3887, -1.6317], [-4.4672, 2.6807, 0.9028], [-3.0807, 2.0373, 4.3833], [0.1361, -0.7408, -4.6957], [0.5456, 2.8207, -1.6086], [4.5197, -1.0977, -2.2783], [2.9854, -2.5241, -0.6242], [-5.1145, 1.3650, 1.9253], [-1.8186, 0.8853, 3.8623], [-1.5511, -6.6544, -1.6561], [2.5699, -1.8019, 0.9651], [0.2938, 4.8416, -0.6310], [4.4043, 2.5200, -1.0079], [-4.8490, -0.6163, 2.6043], [0.8144, 2.6215, 3.2338], [1.4890, 3.5821, -2.9144], [-3.5002, 1.1673, -3.2830], [-1.4554, -4.1730, -1.3741], [1.4873, 4.1022, 2.6270], [-3.5451, 0.4082, 3.8374], [0.6747, 2.0194, -3.1927], [3.4046, 0.4609, 1.6463], [1.6154, -4.6446, 1.6563], [-5.2016, -0.5125, 0.8482], [-0.0816, 5.1226, 1.1090], [-2.0260, 3.4529, 1.1136], [1.5092, -7.1240, 1.3715], [-2.0397, -1.8234, -0.5079], [1.3638, -1.7794, -1.8068], [5.6733, -1.1936, -0.9213], [-4.7493, 2.9534, 2.6420], [2.6948, 0.9402, -3.9871], [2.0161, -0.8585, -3.1835], [-1.0907, 2.9122, 2.5434], [-2.5798, 3.8686, 2.7636], [5.0483, -0.1932, 1.3808], [3.4649, 2.5351, -3.8729], [-2.7170, -2.9632, 2.4396], [4.2734, 1.1202, -3.1616], [-3.2237, -3.0019, 0.1388], [4.5736, 1.3530, 0.6324], [-2.1550, 0.2542, -5.1667], [1.6373, 4.9715, 0.4393], [3.4690, 3.8575, -1.7176]],
  "forces_ev_per_a": [[0.2, -0.3, 0.4], [2.5, 3.5, -1.4], [0.7, 0.2, -0.6], [-0.1, -0.4, 1.8], [-1.3, -1.6, 1.2], [-1.3, 0.1, -3.3], [0.2, -4.0, -0.1], [-0.9, -0.3, -1.2], [-0.1, 0.1, -0.1], [0.3, 0.0, 0.3], [-1.0, -0.6, -0.2], [-0.3, 0.2, -0.3], [1.4, 1.0, -0.9], [-0.2, 0.1, -0.3], [0.2, -0.1, 0.1], [0.0, -0.1, -0.1], [1.0, -0.4, 3.2], [0.0, 0.4, 0.1], [-0.1, 0.1, 0.1], [-0.5, 0.5, 0.1], [0.0, -0.1, 0.1], [-0.1, -0.1, 0.0], [0.7, -0.4, -0.1], [-0.2, 0.3, -0.4], [1.7, -0.6, -1.8], [0.3, 0.0, 0.1], [-0.9, 0.4, -0.1], [-0.1, -0.1, 0.0], [0.1, -0.4, -0.1], [0.0, 3.4, 0.3], [0.2, 0.1, -0.2], [-0.7, 0.5, 1.0], [0.1, 0.1, -0.1], [-0.2, 0.1, 0.8], [0.1, 0.1, 0.1], [0.1, 0.1, 0.2], [-0.1, -1.5, -0.2], [-0.2, 0.0, -0.4], [-0.8, 0.7, 2.1], [0.1, 0.1, 0.0], [0.1, 0.0, 0.0], [0.3, -0.1, -0.3], [0.1, -0.2, -0.4], [0.4, 0.2, -0.1], [-0.8, -0.2, -0.5], [-0.4, -0.1, 0.1], [0.0, 0.5, 0.1], [0.2, -0.2, 0.2], [0.2, 0.4, 0.0], [-0.3, 0.2, -0.2], [-0.2, -0.4, 0.1], [0.0, -0.1, 0.4], [0.1, -0.3, -0.3], [-0.3, 0.2, 0.3], [0.3, -0.2, -0.8], [0.1, 0.2, 0.3], [0.1, 0.2, 0.3], [0.3, 0.4, 0.0], [-0.3, 0.1, 0.0], [0.3, 0.2, 0.3], [0.3, -0.1, -0.2], [-0.2, -0.6, 0.6], [-0.4, 0.2, -0.1], [0.1, -0.2, -0.4], [0.4, 0.0, -0.5], [-0.1, -0.4, 0.1], [0.4, -0.2, 0.0], [0.2, -0.3, 0.2], [-0.4, -0.4, -0.6], [0.3, 0.4, 0.0], [0.2, 0.3, 0.2], [0.3, -0.1, -0.2], [-0.2, -0.2, -0.3], [0.2, -0.2, 0.3], [0.5, -0.6, -0.2], [-0.3, -0.1, 0.8], [-0.3, 0.3, -0.3], [-0.4, -0.1, 0.2], [-0.1, 0.4, -0.3], [-0.3, 0.2, -0.2], [0.1, -0.3, -0.3], [0.2, 0.3, 0.2], [-0.3, 0.0, 0.3], [-0.5, 0.1, 0.0], [0.2, -0.4, -0.1], [-0.3, 0.2, -0.2], [-0.1, -0.4, 0.2], [0.1, 0.4, 0.0], [-0.4, 0.2, -0.1], [0.0, 0.4, -0.1], [-0.1, -0.4, 0.1], [0.2, 0.0, 0.5], [-0.5, 0.0, 0.6], [0.0, -0.3, 0.2]]
}

***

Entry 3:
{
  "formula": "C28H29AsORu",
  "method": "wB97M-V/def2-TZVPD",
  "spin_multiplicity": 5,
  "charge": 4,
  "s2": 6.06,
  "orbital_gap_ev": [6.674, 4.301],
  "symbols": ["Ru", "As", "O", "C", "C", "C", "C", "C", "C", "C", "C", "C", "C", "C", "C", "C", "C", "C", "C", "C", "C", "C", "C", "C", "C", "C", "C", "C", "C", "C", "C", "H", "H", "H", "H", "H", "H", "H", "H", "H", "H", "H", "H", "H", "H", "H", "H", "H", "H", "H", "H", "H", "H", "H", "H", "H", "H", "H", "H", "H"],
  "coordinates": [[0.5166, -0.1217, -0.9172], [-0.8797, -0.1513, 1.6742], [-0.1751, -1.2604, 0.5191], [-2.2484, -0.2812, -3.2543], [3.5667, -0.7499, -3.1488], [1.5763, 3.4165, -0.2485], [2.1708, 2.2495, 0.2358], [-0.7857, -0.3386, -2.9648], [-3.2569, -1.6373, 2.1088], [0.6156, -1.5306, 3.6056], [0.5425, -1.0160, 5.9577], [-0.3713, 0.0141, 5.7355], [-0.1368, -1.5544, -2.6137], [-2.8111, -0.3432, 1.6538], [-3.7410, 0.6263, 1.4552], [-0.8132, 0.2844, 4.4530], [-0.0420, 1.3498, 0.7514], [2.1093, -0.5737, -2.8925], [1.3821, 1.2049, 0.7533], [-0.3092, -0.4990, 3.4070], [4.4035, 0.5118, -2.9574], [-5.1454, 0.3210, 1.6825], [-0.6195, 2.5333, 0.2504], [1.2672, -1.6769, -2.6045], [-5.5726, -0.9582, 2.1206], [-4.6349, -1.9337, 2.3176], [1.0286, -1.7849, 4.9040], [3.6609, -1.2750, -4.6102], [1.4520, 0.6892, -2.9625], [0.0465, 0.8039, -3.0437], [0.1929, 3.5579, -0.2330], [-2.8096, -1.0364, -2.7063], [-2.3751, -0.5055, -4.3200], [2.1996, 4.2284, -0.6045], [-2.5281, -2.4117, 2.3300], [1.7345, -2.5817, 5.0964], [0.8775, -1.2220, 6.9654], [3.0433, -2.1572, -4.7827], [4.6978, -1.5533, -4.7921], [-4.9192, -2.9247, 2.6509], [-6.6258, -1.1435, 2.2912], [5.4561, 0.2556, -3.0594], [-0.2611, 4.4765, -0.5856], [3.2507, 2.1614, 0.2734], [2.0531, 1.5804, -3.0951], [-2.6680, 0.7087, -3.0846], [-0.7351, 0.6036, 6.5664], [0.9900, -2.1276, 2.7837], [-5.8865, 1.0929, 1.5015], [3.9344, -1.5415, -2.4899], [-1.5277, 1.0834, 4.2860], [1.7038, -2.6548, -2.4272], [-0.3862, 1.7754, -3.2533], [4.1897, 1.2683, -3.7145], [1.8630, 0.4306, 1.3461], [-1.6919, 2.6742, 0.2485], [-0.7338, -2.4416, -2.4362], [4.2732, 0.9488, -1.9633], [3.3794, -0.4988, -5.3221], [-3.4867, 1.6357, 1.1631]],
  "forces_ev_per_a": [[0.2, -0.7, 0.0], [0.0, 0.0, -0.2], [-0.2, 0.4, 0.0], [0.1, 0.0, 0.1], [0.0, 0.1, 0.1], [0.1, 0.0, 0.0], [0.0, 0.0, -0.1], [0.0, 0.1, -0.1], [0.0, 0.2, 0.0], [0.0, 0.1, 0.1], [0.0, 0.0, -0.1], [0.0, 0.0, 0.0], [0.0, -0.1, -0.3], [-0.1, -0.4, 0.2], [-0.3, 0.0, 0.1], [0.0, -0.1, 0.1], [-0.1, 0.2, 0.2], [-0.1, 0.1, 0.0], [0.0, 0.2, 0.1], [0.2, -0.1, 0.1], [0.0, -0.1, 0.0], [0.1, -0.2, 0.0], [0.0, 0.0, -0.1], [0.0, 0.0, -0.1], [0.1, 0.4, -0.1], [0.2, 0.0, 0.0], [0.0, 0.0, 0.0], [0.0, 0.0, 0.0], [-0.1, 0.0, -0.2], [0.2, 0.0, -0.2], [0.0, 0.0, 0.0], [0.0, 0.0, 0.0], [0.0, 0.0, 0.0], [0.0, 0.0, 0.0], [0.0, 0.0, 0.0], [0.0, 0.0, 0.0], [0.0, 0.0, 0.0], [0.0, 0.0, 0.0], [0.0, 0.0, 0.0], [0.0, 0.0, 0.0], [0.0, 0.0, 0.0], [0.0, 0.0, 0.0], [0.0, 0.0, 0.0], [0.0, 0.0, 0.0], [0.0, 0.0, 0.1], [0.0, 0.0, 0.0], [0.0, 0.0, 0.0], [0.0, 0.0, 0.0], [0.0, 0.0, 0.0], [0.0, 0.0, 0.0], [0.0, 0.0, 0.0], [0.0, 0.0, 0.1], [0.0, 0.0, 0.1], [0.0, 0.0, 0.0], [0.0, 0.0, 0.0], [0.0, 0.0, 0.0], [0.0, 0.0, 0.1], [0.0, 0.0, 0.0], [0.0, 0.0, 0.0], [-0.1, 0.0, 0.0]]
}

***

Electronic energy: -983.4179, -3893.5004, -3488.5399 (hartree)